H20KrO10Xe | ωB97M-V/def2-TZVPD

lowest unoccupied orbital energy = -0.194 eV
HOMO-LUMO gap = 9.989 eV
HOMO level = -10.18 eV
energy = -104691.9003 eV
energy above the lowest of the compared OMol25 structures with the same formula, charge and spin = 12.6 kJ/mol

```
32
H20KrO10Xe | the Open Molecules 2025 dataset | ωB97M-V/def2-TZVPD
Kr -0.815 0.000 0.057
Xe -3.343 1.655 2.147
O -1.800 -4.250 1.009
H -0.967 -3.782 0.943
H -2.457 -3.560 1.101
O 0.248 -2.933 -1.196
H 1.005 -2.348 -1.218
H 0.610 -3.786 -0.953
O 0.142 -1.580 2.790
H 0.854 -2.142 3.097
H 0.314 -0.731 3.197
O -0.519 3.897 -0.502
H -0.407 3.403 0.311
H -0.181 3.316 -1.184
O -3.618 -2.343 1.882
H -3.529 -1.393 1.963
H -3.658 -2.658 2.785
O 0.655 2.393 -2.383
H 0.250 1.740 -2.953
H 1.589 2.343 -2.587
O 2.815 1.589 0.159
H 2.938 0.915 0.828
H 1.960 1.970 0.356
O -0.322 0.537 -4.006
H 0.112 0.629 -4.854
H -0.073 -0.336 -3.703
O 0.482 2.973 2.015
H 0.433 3.863 2.363
H -0.137 2.473 2.547
O 2.315 -0.830 -1.624
H 3.143 -0.984 -1.169
H 1.962 -0.038 -1.220
```

C4H8NOPS2 | ωB97M-V/def2-TZVPD

lowest unoccupied orbital energy (spin up / spin down) = 0.709 / -2.404 eV
HOMO-LUMO gap (spin up / spin down) = 8.592 / 6.758 eV
2S+1 = 3
HOMO level (spin up / spin down) = -7.88 / -9.16 eV
energy = -38769.3567 eV

```
17
C4H8NOPS2 | the Open Molecules 2025 dataset | ωB97M-V/def2-TZVPD
C -2.154 0.392 -1.155
C -1.632 -0.766 1.044
C 0.036 0.853 -0.099
C -1.381 0.349 0.121
N 2.500 0.395 -0.250
O -2.354 1.287 -0.121
P 4.136 -0.050 -0.067
S -0.892 -2.366 0.631
S 1.252 -0.483 -0.648
H -1.633 0.941 -2.076
H -2.946 -0.344 -1.197
H -1.322 -0.516 2.078
H -2.713 -0.913 1.018
H 0.118 1.613 -0.911
H 0.578 1.314 0.692
H 4.152 -1.439 -0.276
H 4.255 -0.266 1.216
```

C11H15AuClNNdO2S2 | ωB97M-V/def2-TZVPD

lowest unoccupied orbital energy (spin up / spin down) = 1.508 / 1.561 eV
charge = -1
HOMO-LUMO gap (spin up / spin down) = 5.205 / 6.694 eV
2S+1 = 6
HOMO level (spin up / spin down) = -3.70 / -5.13 eV
energy = -70394.0176 eV

```
34
C11H15AuClNNdO2S2 | the Open Molecules 2025 dataset | ωB97M-V/def2-TZVPD
Nd 1.527 -1.179 -2.989
Cl 2.942 -2.814 -4.232
C 2.459 0.761 -4.037
C -0.172 -1.251 -4.678
H 1.906 0.726 -4.985
H 2.074 1.604 -3.429
H 3.537 0.850 -4.229
H 0.245 -0.477 -5.345
H -1.167 -0.900 -4.302
H -0.254 -2.187 -5.265
Au -0.855 0.726 -1.154
C -2.209 -0.812 -0.376
C -1.735 2.406 -1.709
H -3.171 -0.411 -0.728
H -2.059 -1.849 -0.694
H -2.148 -0.717 0.717
H -2.656 2.379 -2.342
H -1.241 3.361 -1.414
O 0.462 3.081 2.405
S 1.293 1.905 2.466
O 2.658 2.031 2.913
N 1.203 1.049 1.024
C 0.736 -0.171 1.167
S 0.432 -1.099 -0.278
C 0.283 -0.516 2.512
C -0.446 -1.614 2.982
C -0.887 -1.604 4.313
C -0.629 -0.506 5.151
C 0.088 0.610 4.678
C 0.491 0.587 3.351
H -0.657 -2.443 2.304
H -1.414 -2.474 4.712
H -0.972 -0.516 6.186
H 0.336 1.464 5.305
```

C3H2O3 | ωB97M-V/def2-TZVPD

SMILES string = O=CC(=O)C=O
lowest unoccupied orbital energy = -1.339 eV
HOMO-LUMO gap = 8.774 eV
HOMO level = -10.11 eV
energy = -9283.8276 eV
energy above the lowest of the compared OMol25 structures with the same formula, charge and spin = 163.9 kJ/mol

```
8
C3H2O3 | the Open Molecules 2025 dataset | ωB97M-V/def2-TZVPD
O -2.220 0.668 0.367
C -1.057 0.576 0.668
C -0.062 0.203 -0.433
O -0.197 0.674 -1.537
C 1.113 -0.754 -0.263
O 1.865 -0.746 0.679
H -0.676 0.764 1.688
H 1.234 -1.384 -1.170
```

C46H38IrN10O4 | ωB97M-V/def2-TZVPD

lowest unoccupied orbital energy = -3.612 eV
charge = +1
HOMO-LUMO gap = 6.946 eV
HOMO level = -10.56 eV
energy = -74243.0026 eV
energy above the lowest of the compared OMol25 structures with the same formula, charge and spin = 103.8 kJ/mol

```
99
C46H38IrN10O4 | the Open Molecules 2025 dataset | ωB97M-V/def2-TZVPD
Ir -0.925 -0.827 -2.252
C -1.144 4.702 -0.660
N -0.692 3.365 -1.066
C -1.403 2.294 -1.399
N -0.586 1.267 -1.600
C 0.651 1.795 -1.337
N 0.619 3.061 -1.013
C -0.785 4.967 0.780
C 0.031 6.033 1.125
C 0.408 6.225 2.450
C -0.003 5.339 3.429
C -0.819 4.265 3.081
C -1.219 4.093 1.764
C -1.220 3.284 4.088
N -0.975 3.252 5.347
N -1.549 2.065 5.824
C -2.087 1.495 4.808
O -1.924 2.205 3.663
C -2.808 0.227 4.718
C -2.951 -0.586 5.840
C -3.628 -1.786 5.724
C -4.154 -2.183 4.499
C -4.014 -1.372 3.382
C -4.592 -1.796 2.055
N -3.581 -1.873 0.994
C -3.177 -0.954 0.127
N -2.229 -1.470 -0.648
C -2.058 -2.731 -0.141
N -2.867 -3.010 0.842
C -3.342 -0.166 3.499
H -2.220 4.732 -0.833
H -0.663 5.427 -1.312
H -2.475 2.298 -1.525
H 1.570 1.238 -1.422
H 0.383 6.715 0.359
H 1.042 7.061 2.713
H 0.303 5.459 4.460
H -1.859 3.255 1.508
H -2.527 -0.267 6.783
H -3.744 -2.424 6.590
H -4.675 -3.129 4.417
H -5.370 -1.113 1.714
H -5.015 -2.794 2.132
H -3.610 0.030 0.045
H -1.326 -3.426 -0.518
H -3.230 0.487 2.642
C 0.351 0.954 -4.561
N -0.442 -0.198 -4.108
C -0.795 -1.046 -5.033
C -1.499 -2.194 -4.656
C -2.030 -3.282 -5.332
C -2.656 -4.064 -4.358
C -2.476 -3.427 -3.136
N -1.792 -2.266 -3.311
C 1.839 0.876 -4.297
C 2.548 2.023 -3.962
C 3.933 1.990 -3.853
C 4.618 0.805 -4.082
C 3.914 -0.348 -4.407
C 2.532 -0.312 -4.514
H -0.063 1.878 -4.155
H 0.216 0.994 -5.643
H -0.533 -0.864 -6.069
H -1.969 -3.469 -6.393
H -3.185 -4.991 -4.505
H -2.851 -3.745 -2.183
H 2.021 2.959 -3.808
H 4.474 2.893 -3.600
H 5.697 0.776 -4.004
H 4.440 -1.278 -4.579
H 1.994 -1.218 -4.767
O 0.371 -0.878 0.079
C 1.627 -1.566 -0.056
C 1.734 -2.008 -1.529
O 2.705 -2.601 -1.920
O 0.764 -1.748 -2.414
C 2.741 -0.600 0.331
C 2.848 -0.258 1.679
C 3.759 0.700 2.095
C 4.583 1.321 1.165
C 4.481 0.984 -0.176
C 3.561 0.030 -0.596
C 1.641 -2.794 0.855
C 2.777 -3.599 0.910
C 2.798 -4.717 1.727
C 1.691 -5.046 2.502
C 0.571 -4.233 2.470
C 0.551 -3.107 1.652
H 0.537 -0.003 0.447
H 2.220 -0.759 2.408
H 3.835 0.952 3.145
H 5.305 2.061 1.486
H 5.122 1.461 -0.907
H 3.503 -0.228 -1.646
H 3.636 -3.356 0.299
H 3.684 -5.337 1.759
H 1.709 -5.925 3.132
H -0.291 -4.464 3.083
H -0.309 -2.455 1.662
```

C11H16N3 | ωB97M-V/def2-TZVPD

lowest unoccupied orbital energy (spin up / spin down) = -5.034 / -5.034 eV
charge = +1
HOMO-LUMO gap (spin up / spin down) = 7.292 / 7.292 eV
HOMO level (spin up / spin down) = -12.33 / -12.33 eV
energy = -16125.1517 eV
energy above the lowest of the compared OMol25 structures with the same formula, charge and spin = 518.4 kJ/mol

```
30
C11H16N3 | the Open Molecules 2025 dataset | ωB97M-V/def2-TZVPD
C -2.482 -0.545 -2.162
C -2.127 -1.681 -1.562
C -1.573 0.496 -2.324
C -0.826 -1.858 -1.012
C -0.277 0.303 -1.918
C 0.176 -0.947 -1.428
C 2.702 -1.542 -0.978
C 1.516 -1.037 -0.975
C -0.827 0.667 1.973
C -1.757 1.824 2.042
C 2.653 0.963 1.152
N -1.023 -0.414 2.497
N 0.213 0.908 1.052
N 1.434 0.202 1.023
H -3.518 -0.378 -2.518
H -2.756 -2.582 -1.572
H -1.837 1.300 -2.955
H -0.424 -2.800 -0.577
H 0.551 1.009 -2.046
H 3.192 -1.569 -0.059
H 3.099 -1.778 -1.914
H -1.434 2.782 1.866
H -2.401 1.598 1.146
H -2.336 1.731 2.946
H 3.402 0.177 1.047
H 2.670 1.829 0.523
H 2.720 1.462 2.100
H -0.245 -1.234 2.447
H 0.132 1.589 0.357
H 1.385 -0.476 1.828
```